1.
{"formula": "C54H46AsBrF3IN8O2Zr", "method": "ωB97M-V/def2-TZVPD", "symbols": ["Zr", "C", "C", "C", "C", "C", "N", "C", "C", "C", "C", "C", "C", "C", "C", "N", "C", "N", "C", "N", "C", "N", "C", "N", "C", "N", "C", "C", "C", "C", "C", "C", "C", "C", "C", "C", "C", "C", "C", "C", "N", "H", "H", "H", "H", "H", "H", "H", "H", "H", "H", "H", "H", "H", "H", "H", "H", "Br", "C", "C", "C", "C", "C", "C", "I", "H", "H", "H", "H", "C", "As", "C", "C", "O", "H", "H", "H", "H", "H", "H", "H", "H", "H", "F", "C", "F", "F", "C", "C", "C", "C", "C", "C", "C", "C", "C", "C", "C", "C", "O", "H", "H", "H", "H", "H", "H", "H", "H", "H", "H", "H", "H", "H", "H", "H", "H", "H"], "coordinates": [[0.2527, -0.2608, -0.7009], [-1.2964, -3.6614, -6.1581], [-0.3358, -4.5590, -5.6682], [0.5433, -4.1956, -4.6638], [0.4246, -2.9108, -4.1513], [1.1332, -2.2058, -3.0910], [2.2708, -2.5935, -2.6058], [2.9168, -1.9056, -1.6640], [4.2475, -2.2702, -1.2515], [5.1549, -3.2084, -1.7464], [6.3553, -3.3399, -1.0846], [6.6548, -2.5541, 0.0473], [5.7638, -1.6203, 0.5283], [4.5434, -1.4931, -0.1380], [3.4140, -0.6187, 0.0548], [3.4530, 0.3947, 0.8990], [2.6466, 1.4189, 0.7830], [1.5826, 1.5460, -0.0863], [1.2224, 2.8448, -0.0906], [0.2756, 3.4275, -0.8271], [-0.3485, 2.8040, -1.7846], [-0.2049, 1.4908, -2.1933], [-0.9472, 1.3530, -3.3304], [-1.1023, 0.2785, -4.0748], [-0.4119, -0.8187, -3.8217], [0.5293, -0.9798, -2.8590], [-0.5312, -2.0265, -4.6289], [-1.4055, -2.3802, -5.6485], [-1.6132, 2.6085, -3.6666], [-2.4846, 2.9494, -4.6905], [-2.9882, 4.2391, -4.6853], [-2.6277, 5.1552, -3.6874], [-1.7500, 4.8079, -2.6743], [-1.2534, 3.5137, -2.6864], [2.0591, 3.6089, 0.8193], [2.1396, 4.9710, 1.1086], [3.0868, 5.3731, 2.0272], [3.9539, 4.4450, 2.6335], [3.9034, 3.1036, 2.3146], [2.9363, 2.6989, 1.3960], [2.4392, -0.8931, -0.8823], [-1.9666, -3.9840, -6.9441], [-0.2924, -5.5589, -6.0800], [1.2835, -4.8823, -4.2760], [4.9121, -3.8078, -2.6137], [7.0865, -4.0566, -1.4358], [7.6068, -2.6913, 0.5443], [5.9888, -1.0098, 1.3926], [-2.1492, -1.6824, -6.0094], [-2.7583, 2.2304, -5.4507], [-3.6756, 4.5489, -5.4617], [-3.0520, 6.1506, -3.7084], [-1.4746, 5.5053, -1.8942], [1.4873, 5.6822, 0.6212], [3.1757, 6.4216, 2.2804], [4.6816, 4.7978, 3.3533], [4.5872, 2.3870, 2.7507], [-3.9435, 7.1957, 2.0756], [-3.2034, 6.2853, 3.5577], [-3.6731, 6.6271, 4.8199], [-3.1682, 5.9956, 5.9431], [-2.1885, 5.0229, 5.8054], [-1.7256, 4.6841, 4.5454], [-2.2279, 5.3076, 3.4049], [-1.4793, 4.7068, 1.5598], [-4.4345, 7.3889, 4.9118], [-3.5408, 6.2652, 6.9222], [-1.7811, 4.5298, 6.6783], [-0.9566, 3.9305, 4.4342], [-1.9306, 0.8471, 2.9930], [-0.1646, 0.1289, 2.9157], [-0.2348, -1.2857, 4.1994], [0.9458, 1.4859, 3.6745], [0.4670, -0.4522, 1.4831], [-2.0872, 1.0923, 4.0455], [-2.6590, 0.1075, 2.6694], [-2.0154, 1.7401, 2.3824], [-0.6277, -0.8769, 5.1297], [0.7536, -1.7099, 4.3603], [-0.8972, -2.0644, 3.8267], [0.6214, 1.6593, 4.7008], [0.8447, 2.4013, 3.0907], [1.9846, 1.1635, 3.6553], [-3.2955, 1.3756, -1.3910], [-2.9468, 2.1479, -0.3744], [-1.2583, 0.9656, 0.2144], [-3.7286, 1.7226, 0.6064], [2.3168, -4.1139, 0.5297], [1.0241, -4.5933, 1.1504], [0.7337, -3.7807, 2.4103], [-0.1882, -4.5813, 0.2339], [-0.7640, -5.8355, 0.0269], [-1.9955, -6.0068, -0.5705], [-2.7227, -4.8711, -0.8661], [-2.1910, -3.5987, -0.6979], [-3.1549, -2.4435, -0.8564], [-3.2809, -1.6675, 0.4577], [-2.7859, -1.5561, -2.0237], [-0.8452, -3.4377, -0.2845], [-0.2471, -2.2123, -0.3439], [3.1590, -4.2779, 1.2064], [2.2257, -3.0495, 0.3600], [2.5286, -4.6070, -0.4195], [1.1551, -5.6371, 1.4466], [0.5547, -2.7419, 2.1338], [1.5880, -3.8144, 3.0929], [-0.1424, -4.1691, 2.9354], [-0.2241, -6.7041, 0.3862], [-2.4081, -6.9947, -0.7262], [-3.7433, -4.9573, -1.2219], [-4.1380, -2.8723, -1.0678], [-2.3141, -1.2731, 0.7711], [-3.6478, -2.3301, 1.2452], [-3.9754, -0.8324, 0.3551], [-1.8415, -1.0717, -1.7887], [-3.5377, -0.7970, -2.2275], [-2.6295, -2.1474, -2.9255]], "forces_ev_per_angstrom": [[0.30, 0.70, 1.09], [0.04, -0.05, 0.00], [-0.05, 0.02, -0.03], [0.06, 0.06, -0.01], [-0.02, -0.09, 0.04], [0.20, 0.24, -0.16], [-0.10, -0.12, 0.13], [-0.09, 0.01, 0.17], [0.03, -0.13, -0.05], [-0.04, 0.00, 0.01], [0.04, 0.01, 0.05], [0.00, -0.04, -0.04], [-0.04, 0.01, 0.00], [0.06, 0.03, 0.08], [-0.03, 0.11, -0.01], [0.05, -0.04, -0.10], [0.07, 0.09, -0.16], [-0.03, 0.08, 0.14], [-0.01, -0.02, 0.06], [-0.04, -0.03, -0.03], [0.17, 0.04, -0.05], [-0.52, -0.09, 0.03], [0.13, 0.04, 0.06], [-0.11, -0.12, 0.01], [0.23, 0.24, -0.09], [-0.37, -0.44, 0.03], [-0.09, -0.02, -0.05], [0.03, 0.06, 0.03], [-0.08, -0.05, -0.05], [0.04, -0.01, 0.00], [0.01, 0.04, 0.02], [-0.02, -0.02, -0.03], [0.03, -0.01, -0.01], [0.01, 0.04, 0.06], [-0.05, 0.11, -0.05], [-0.02, -0.03, -0.01], [0.03, -0.02, 0.03], [-0.03, 0.03, 0.00], [-0.01, -0.02, -0.03], [0.06, -0.07, 0.04], [0.07, -0.31, 0.10], [0.00, -0.01, 0.00], [0.01, 0.00, -0.01], [0.00, 0.00, 0.00], [0.00, 0.00, 0.00], [0.00, -0.01, 0.01], [0.01, 0.00, -0.01], [0.00, 0.01, -0.01], [0.01, 0.00, -0.01], [0.00, 0.00, 0.00], [-0.01, 0.00, 0.01], [0.00, 0.00, -0.01], [0.01, 0.00, 0.00], [-0.02, 0.00, 0.02], [0.00, 0.00, 0.01], [0.01, 0.01, -0.01], [0.01, 0.00, -0.01], [0.00, 0.00, -0.01], [-0.02, 0.00, 0.00], [0.01, -0.01, 0.01], [-0.01, 0.00, -0.01], [0.00, -0.01, 0.00], [0.00, 0.01, 0.00], [0.00, 0.03, 0.08], [-0.03, -0.03, 0.00], [0.00, 0.00, 0.00], [0.01, 0.01, 0.00], [0.00, 0.00, 0.00], [0.01, 0.00, 0.00], [-0.12, 0.07, -0.09], [0.11, 0.03, -0.07], [0.05, -0.12, 0.05], [0.09, 0.09, -0.04], [0.11, -0.09, 0.09], [-0.05, -0.02, 0.00], [0.01, 0.00, -0.04], [0.05, -0.01, -0.02], [0.01, 0.00, 0.02], [0.00, 0.02, 0.00], [-0.01, 0.03, 0.04], [0.01, 0.01, 0.01], [0.00, 0.00, 0.01], [-0.01, -0.01, 0.02], [0.10, 0.14, 0.23], [-0.68, 0.11, -0.18], [0.63, -1.04, -0.65], [0.22, 0.08, -0.15], [0.07, 0.05, -0.09], [0.00, 0.14, 0.01], [-0.02, -0.06, -0.02], [0.02, -0.13, -0.07], [0.00, 0.01, 0.00], [-0.04, -0.02, 0.01], [0.03, -0.01, -0.02], [-0.02, -0.02, 0.05], [0.12, 0.06, 0.08], [-0.08, -0.07, 0.02], [-0.18, -0.02, -0.08], [0.01, 0.15, -0.01], [-0.47, -0.15, -0.05], [0.00, -0.01, -0.01], [0.10, 0.18, -0.06], [0.00, 0.01, -0.01], [0.00, 0.00, 0.00], [0.03, -0.02, -0.04], [-0.01, 0.00, 0.00], [-0.01, 0.01, -0.01], [0.00, 0.00, -0.01], [0.00, 0.00, -0.01], [0.00, 0.00, 0.00], [0.03, -0.07, -0.03], [0.01, 0.05, -0.03], [0.00, 0.01, 0.00], [0.01, 0.02, 0.00], [-0.05, 0.27, -0.17], [0.05, 0.05, 0.03], [0.00, 0.00, 0.00]], "lowdin_charge": [1.8949, -0.0690, -0.0665, 0.0031, -0.0945, -0.2693, 0.2288, -0.2935, -0.1339, -0.0116, -0.0777, -0.0779, -0.0112, -0.1153, -0.2823, 0.2183, -0.3131, 0.0479, -0.2995, 0.1681, -0.3028, 0.0530, -0.2713, 0.2132, -0.3034, 0.0308, -0.1180, -0.0091, -0.1173, -0.0027, -0.0691, -0.0643, -0.0049, -0.1284, -0.1416, -0.0528, -0.0738, -0.0746, -0.0222, -0.1412, 0.0413, 0.1025, 0.1032, 0.1169, 0.1135, 0.0996, 0.0996, 0.1105, 0.1161, 0.1139, 0.1019, 0.1034, 0.1034, 0.0898, 0.1018, 0.1009, 0.1130, 0.7138, -0.7405, -0.1377, -0.0845, -0.0876, -0.1642, -0.7302, 1.1025, 0.0980, 0.1058, 0.1040, 0.0728, -0.1978, 1.0654, -0.1992, -0.1784, -0.5998, 0.0488, 0.0376, -0.0218, 0.0455, 0.0454, 0.0389, 0.0463, 0.0286, 0.0466, 0.0394, -0.1221, -0.4829, 0.0207, -0.0503, -0.3639, -0.0732, -0.1185, -0.0531, -0.0922, -0.0500, -0.1374, -0.3506, -0.0534, -0.0476, -0.2098, -0.3004, 0.0920, 0.0519, 0.0904, 0.1215, 0.0371, 0.0857, 0.0875, 0.1071, 0.0978, 0.1088, 0.1298, 0.0427, 0.0896, 0.0735, 0.0195, 0.0847, 0.0908], "de_lowest_kj_mol": 132.9, "gap_ev": 4.82}

***

2.
{"formula": "CH4NO4P", "method": "ωB97M-V/def2-TZVPD", "symbols": ["C", "N", "O", "O", "O", "O", "P", "H", "H", "H", "H"], "coordinates": [[-0.0153, -1.1339, -0.7337], [-0.6636, -0.5578, 0.3990], [0.6360, 0.9245, 2.5540], [1.8752, 0.3045, 0.3452], [0.0511, 2.0636, 0.3923], [-1.6943, 0.2970, -0.3703], [0.6182, 0.8008, 1.0348], [0.6115, -2.0397, -0.5451], [-0.8251, -1.4959, -1.5507], [0.5359, -0.3731, -1.2045], [-1.1298, 1.2100, -0.3211]], "forces_ev_per_angstrom": [[-1.68, -2.56, -2.18], [-0.81, 1.81, 0.03], [-0.24, -0.89, -0.61], [0.28, -0.11, 0.57], [-0.84, 0.09, -0.79], [1.73, 1.24, 1.25], [0.48, 0.05, 0.68], [-0.20, 0.79, 0.32], [1.31, 0.49, 1.77], [1.16, 0.52, -1.11], [-1.19, -1.44, 0.09]], "nbo_charge": [-0.4103, -0.4961, -1.2309, -1.2506, -1.2412, -0.7410, 2.4034, 0.1580, 0.1158, 0.2009, 0.4921], "de_lowest_kj_mol": 178.2, "charge": -2, "gap_ev": 7.04}

***

no.,highest occupied orbital energy (eV)
1,-6.2
2,0.3